ORCA calculation (wB97M-V/def2-TZVPD) on 5 unconnected molecules or ions with the total composition C56H120F6O4P3.

Each atom is followed by the atoms it is bonded to, with distances in Å.
Cartesian coordinates (Å):
1 C -3.754 1.738 -4.961  C2 1.570, H18 1.090, H19 1.090, H20 1.090
2 C -3.011 0.641 -4.118  C1 1.570, C3 1.535, H21 1.090, H22 1.090
3 C -3.174 -0.758 -4.728  C2 1.535, C4 1.558, H23 1.090, H24 1.090
4 C -2.371 -1.827 -3.928  C3 1.558, P5 1.762, H25 1.090, H26 1.090
5 P -1.321 -2.980 -4.749  C4 1.762, C6 1.808, C10 1.888, C14 1.834
6 C -1.089 -4.530 -3.847  P5 1.808, C7 1.607, H27 1.090, H28 1.090
7 C 0.334 -5.275 -3.792  C6 1.607, C8 1.515, H29 1.090, H30 1.090
8 C 1.316 -4.805 -2.738  C7 1.515, C9 1.571, H31 1.090, H32 1.090
9 C 2.577 -5.726 -2.569  C8 1.571, H33 1.090, H34 1.090, H35 1.090
10 C 0.339 -2.112 -4.985  P5 1.888, C11 1.584, H36 1.090, H37 1.090
11 C 0.375 -0.848 -5.939  C10 1.584, C12 1.556, H38 1.090, H39 1.090
12 C 1.762 -0.158 -6.080  C11 1.556, C13 1.499, H40 1.090, H41 1.090
13 C 2.329 0.182 -4.734  C12 1.499, H42 1.090, H43 1.090, H44 1.090
14 C -2.082 -3.499 -6.335  P5 1.834, C15 1.537, H45 1.090, H46 1.090
15 C -1.263 -4.434 -7.237  C14 1.537, C16 1.494, H47 1.090, H48 1.090
16 C -1.189 -3.963 -8.653  C15 1.494, C17 1.568, H49 1.090, H50 1.090
17 C -2.553 -4.170 -9.398  C16 1.568, H51 1.090, H52 1.090, H53 1.090
18 H -4.820 1.518 -5.031  C1 1.090
19 H -3.387 1.790 -5.986  C1 1.090
20 H -3.627 2.721 -4.510  C1 1.090
21 H -3.334 0.710 -3.079  C2 1.090
22 H -1.936 0.816 -4.103  C2 1.090
23 H -2.953 -0.700 -5.794  C3 1.090
24 H -4.210 -1.086 -4.642  C3 1.090
25 H -3.054 -2.532 -3.455  C4 1.090
26 H -1.782 -1.391 -3.121  C4 1.090
27 H -1.878 -5.171 -4.241  C6 1.090
28 H -1.541 -4.272 -2.889  C6 1.090
29 H 0.821 -5.137 -4.757  C7 1.090
30 H 0.297 -6.360 -3.699  C7 1.090
31 H 0.787 -4.677 -1.794  C8 1.090
32 H 1.679 -3.822 -3.037  C8 1.090
33 H 2.977 -5.893 -3.569  C9 1.090
34 H 2.346 -6.694 -2.123  C9 1.090
35 H 3.407 -5.256 -2.042  C9 1.090
36 H 0.997 -2.850 -5.444  C10 1.090
37 H 0.706 -1.864 -3.989  C10 1.090
38 H -0.402 -0.265 -5.443  C11 1.090
39 H -0.022 -1.061 -6.931  C11 1.090
40 H 1.614 0.768 -6.635  C12 1.090
41 H 2.438 -0.706 -6.736  C12 1.090
42 H 3.215 0.812 -4.804  C13 1.090
43 H 2.552 -0.711 -4.150  C13 1.090
44 H 1.536 0.709 -4.203  C13 1.090
45 H -2.501 -2.611 -6.810  C14 1.090
46 H -2.931 -4.055 -5.936  C14 1.090
47 H -1.615 -5.466 -7.249  C15 1.090
48 H -0.266 -4.431 -6.796  C15 1.090
49 H -0.383 -4.439 -9.212  C16 1.090
50 H -0.814 -2.939 -8.666  C16 1.090
51 H -2.676 -5.172 -9.808  C17 1.090
52 H -2.463 -3.590 -10.317  C17 1.090
53 H -3.407 -3.929 -8.765  C17 1.090
54 C 4.743 3.910 3.822  C55 1.546, H71 1.090, H72 1.090, H73 1.090
55 C 4.246 5.239 4.438  C54 1.546, C56 1.479, H74 1.090, H75 1.090
56 C 2.841 5.082 4.872  C55 1.479, C57 1.508, H76 1.090, H77 1.090
57 C 1.720 4.739 3.923  C56 1.508, P58 1.916, H78 1.090, H79 1.090
58 P 1.147 6.043 2.642  C57 1.916, C59 1.802, C63 1.755, C67 1.794
59 C 2.231 5.851 1.216  P58 1.802, C60 1.513, H80 1.090, H81 1.090
60 C 2.344 6.870 0.104  C59 1.513, C61 1.545, H82 1.090, H83 1.090
61 C 3.137 6.407 -1.138  C60 1.545, C62 1.547, H84 1.090, H85 1.090
62 C 2.466 5.337 -2.032  C61 1.547, H86 1.090, H87 1.090, H88 1.090
63 C -0.441 5.560 2.071  P58 1.755, C64 1.549, H89 1.090, H90 1.090
64 C -0.560 4.277 1.210  C63 1.549, C65 1.466, H91 1.090, H92 1.090
65 C -1.701 3.535 1.756  C64 1.466, C66 1.565, H93 1.090, H94 1.090
66 C -1.233 2.509 2.841  C65 1.565, H95 1.090, H96 1.090, H97 1.090
67 C 1.174 7.728 3.257  P58 1.794, C68 1.516, H98 1.090, H99 1.090
68 C 2.552 8.311 3.505  C67 1.516, C69 1.594, H100 1.090, H101 1.090
69 C 2.494 9.838 3.958  C68 1.594, C70 1.601, H102 1.090, H103 1.090
70 C 3.713 10.324 4.874  C69 1.601, H104 1.090, H105 1.090, H106 1.090
71 H 5.796 3.971 3.548  C54 1.090
72 H 4.181 3.619 2.934  C54 1.090
73 H 4.644 3.028 4.453  C54 1.090
74 H 4.240 6.092 3.759  C55 1.090
75 H 4.865 5.566 5.273  C55 1.090
76 H 2.513 5.897 5.517  C56 1.090
77 H 2.774 4.303 5.632  C56 1.090
78 H 0.779 4.490 4.413  C57 1.090
79 H 1.790 3.873 3.265  C57 1.090
80 H 1.920 4.914 0.755  C59 1.090
81 H 3.226 5.700 1.636  C59 1.090
82 H 2.706 7.857 0.392  C60 1.090
83 H 1.339 7.059 -0.272  C60 1.090
84 H 4.024 5.911 -0.743  C61 1.090
85 H 3.347 7.232 -1.819  C61 1.090
86 H 3.068 4.429 -2.066  C62 1.090
87 H 2.441 5.679 -3.066  C62 1.090
88 H 1.420 5.101 -1.835  C62 1.090
89 H -0.773 6.393 1.451  C63 1.090
90 H -1.001 5.703 2.995  C63 1.090
91 H 0.289 3.606 1.336  C64 1.090
92 H -0.389 4.435 0.145  C64 1.090
93 H -2.106 2.969 0.917  C65 1.090
94 H -2.469 4.252 2.049  C65 1.090
95 H -0.652 2.936 3.659  C66 1.090
96 H -0.669 1.696 2.383  C66 1.090
97 H -2.116 2.113 3.341  C66 1.090
98 H 0.672 7.521 4.203  C67 1.090
99 H 0.594 8.483 2.726  C67 1.090
100 H 3.249 8.223 2.672  C68 1.090
101 H 3.030 7.806 4.344  C68 1.090
102 H 1.568 10.002 4.510  C69 1.090
103 H 2.314 10.459 3.080  C69 1.090
104 H 3.681 9.791 5.824  C70 1.090
105 H 3.499 11.339 5.208  C70 1.090
106 H 4.582 10.396 4.220  C70 1.090
107 C -7.972 -4.209 1.925  C108 1.559, H124 1.090, H125 1.090, H126 1.090
108 C -6.504 -4.421 2.406  C107 1.559, C109 1.547, H127 1.090, H128 1.090
109 C -5.611 -3.759 1.330  C108 1.547, C110 1.487, H129 1.090, H130 1.090
110 C -4.437 -3.093 1.955  C109 1.487, P111 1.915, H131 1.090, H132 1.090
111 P -3.047 -2.654 0.714  C110 1.915, C112 1.828, C116 1.883, C120 1.756
112 C -2.630 -4.084 -0.345  P111 1.828, C113 1.522, H133 1.090, H134 1.090
113 C -2.688 -5.401 0.417  C112 1.522, C114 1.579, H135 1.090, H136 1.090
114 C -2.416 -6.705 -0.431  C113 1.579, C115 1.490, H137 1.090, H138 1.090
115 C -1.044 -6.913 -0.971  C114 1.490, H139 1.090, H140 1.090, H141 1.090
116 C -3.600 -1.159 -0.289  P111 1.883, C117 1.546, H142 1.090, H143 1.090
117 C -4.000 0.002 0.650  C116 1.546, C118 1.526, H144 1.090, H145 1.090
118 C -4.624 1.145 -0.146  C117 1.526, C119 1.564, H146 1.090, H147 1.090
119 C -6.054 0.936 -0.742  C118 1.564, H148 1.090, H149 1.090, H150 1.090
120 C -1.705 -2.103 1.705  P111 1.756, C121 1.620, H151 1.090, H152 1.090
121 C -1.775 -2.397 3.297  C120 1.620, C122 1.517, H153 1.090, H154 1.090
122 C -0.742 -1.577 4.047  C121 1.517, C123 1.586, H155 1.090, H156 1.090
123 C 0.739 -2.140 3.973  C122 1.586, H157 1.090, H158 1.090, H159 1.090
124 H -8.317 -3.177 1.991  C107 1.090
125 H -8.684 -4.794 2.506  C107 1.090
126 H -8.088 -4.503 0.882  C107 1.090
127 H -6.328 -5.481 2.589  C108 1.090
128 H -6.442 -3.955 3.390  C108 1.090
129 H -6.099 -3.006 0.711  C109 1.090
130 H -5.506 -4.483 0.522  C109 1.090
131 H -3.917 -3.838 2.558  C110 1.090
132 H -4.890 -2.278 2.521  C110 1.090
133 H -1.579 -3.964 -0.609  C112 1.090
134 H -3.163 -3.876 -1.272  C112 1.090
135 H -3.661 -5.689 0.815  C113 1.090
136 H -1.981 -5.364 1.246  C113 1.090
137 H -3.089 -6.701 -1.288  C114 1.090
138 H -2.611 -7.486 0.305  C114 1.090
139 H -1.106 -6.712 -2.041  C115 1.090
140 H -0.741 -7.957 -1.050  C115 1.090
141 H -0.267 -6.340 -0.465  C115 1.090
142 H -4.398 -1.678 -0.820  C116 1.090
143 H -3.017 -0.900 -1.173  C116 1.090
144 H -3.180 0.263 1.320  C117 1.090
145 H -4.735 -0.361 1.368  C117 1.090
146 H -3.973 1.461 -0.962  C118 1.090
147 H -4.741 2.017 0.497  C118 1.090
148 H -6.732 0.505 -0.005  C119 1.090
149 H -6.112 0.268 -1.602  C119 1.090
150 H -6.610 1.868 -0.846  C119 1.090
151 H -1.658 -1.029 1.527  C120 1.090
152 H -0.902 -2.562 1.128  C120 1.090
153 H -1.657 -3.454 3.535  C121 1.090
154 H -2.699 -1.897 3.586  C121 1.090
155 H -1.032 -1.526 5.096  C122 1.090
156 H -0.643 -0.553 3.687  C122 1.090
157 H 1.104 -2.206 2.948  C123 1.090
158 H 0.845 -3.189 4.248  C123 1.090
159 H 1.430 -1.528 4.553  C123 1.090
160 C 0.878 -0.791 -1.134  O161 1.437, O162 1.402, C163 1.544, H174 1.090
161 O 1.639 -1.308 -0.030  C160 1.437, C167 1.361
162 O -0.112 -1.770 -1.301  C160 1.402
163 C 0.529 0.707 -0.999  C160 1.544, F164 1.347, F165 1.306, F166 1.370
164 F -0.069 1.147 -2.124  C163 1.347
165 F -0.292 0.874 0.002  C163 1.306
166 F 1.528 1.621 -0.796  C163 1.370
167 C 2.887 -0.812 0.190  O161 1.361, C168 1.514, H172 1.090, H173 1.090
168 C 2.903 -0.176 1.564  C167 1.514, H169 1.090, H170 1.090, H171 1.090
169 H 1.985 0.201 2.015  C168 1.090
170 H 3.234 -0.930 2.278  C168 1.090
171 H 3.652 0.614 1.621  C168 1.090
172 H 3.324 -0.009 -0.405  C167 1.090
173 H 3.641 -1.592 0.079  C167 1.090
174 H 1.555 -0.802 -1.988  C160 1.090
175 C 7.320 -3.019 5.840  O176 1.438, O177 1.450, C178 1.569, H189 1.090
176 O 6.808 -1.776 5.329  C175 1.438, C182 1.449
177 O 8.612 -3.275 5.233  C175 1.450
178 C 7.054 -3.223 7.373  C175 1.569, F179 1.298, F180 1.314, F181 1.385
179 F 5.822 -3.553 7.609  C178 1.298
180 F 7.725 -4.150 8.019  C178 1.314
181 F 7.374 -2.097 8.114  C178 1.385
182 C 5.436 -1.439 5.652  O176 1.449, C183 1.495, H187 1.090, H188 1.090
183 C 5.278 -0.069 5.075  C182 1.495, H184 1.090, H185 1.090, H186 1.090
184 H 6.175 0.516 5.277  C183 1.090
185 H 5.259 -0.168 3.989  C183 1.090
186 H 4.495 0.471 5.607  C183 1.090
187 H 5.483 -1.320 6.734  C182 1.090
188 H 4.676 -2.149 5.326  C182 1.090
189 H 6.646 -3.728 5.358  C175 1.090

Computed properties:
LUMO level (spin up / spin down), eV: -3.3277 / -4.6149
Total charge: +2
Multiplicity: 2
Orbital gap (spin up / spin down), eV: 8.0874 / 6.8001

Atomic partial charges in e from the Mulliken method, atoms 1 to 99: C -1.6522; C 0.9693; C -1.1265; C 0.3806; P 0.4893; C 0.4015; C -1.5319; C 1.1751; C -1.5996; C 0.5203; C -0.3786; C -0.8640; C -0.7706; C -1.2387; C -0.2369; C -0.7525; C -1.2010; H 0.3693; H 0.3871; H 0.4391; H -0.5684; H 0.0084; H 0.2463; H 0.6597; H 0.4639; H -0.8192; H 0.6462; H -0.7687; H 0.5730; H 0.7760; H -0.5287; H 0.0530; H 0.3607; H 0.3634; H 0.3933; H 0.9775; H -1.0170; H 0.1816; H 0.1745; H 0.4308; H 0.3848; H 0.4531; H 0.1667; H 0.0813; H 0.7807; H 0.5528; H 0.4585; H 0.0891; H 0.5283; H 0.2196; H 0.3400; H 0.3689; H 0.3107; C -1.4296; C -0.0855; C -1.3657; C -0.8261; P 1.0976; C -0.7300; C -0.7179; C -0.6202; C -1.1313; C -1.3687; C -0.2625; C -0.7125; C -0.9791; C -1.1920; C -0.0497; C -0.9166; C -1.3119; H 0.4513; H 0.1983; H 0.3528; H 0.1739; H 0.4722; H 0.4471; H 0.5623; H 0.5528; H 0.6234; H 0.2263; H 0.6000; H 0.3035; H 0.4028; H 0.2797; H 0.4047; H 0.2501; H 0.4470; H 0.2283; H 0.5873; H 0.7019; H -0.0320; H 0.5517; H -0.0141; H 0.6150; H 0.4412; H -0.1732; H 0.4920; H 0.5986; H 0.5502